No. 1
Computed, not measured: a 2-piece molecular cluster, C26H46ClF8N2O5P2S overall in a non-equilibrium geometry, with ωB97M-V/def2-TZVPD.

LUMO level (hartree): -0.1085
HOMO level (Ha): -0.3686
HOMO-LUMO gap (hartree): 0.260

```
! wB97M-V def2-TZVPD RIJCOSX def2/J DEFGRID3
* xyz 1 1
C -2.74 -4.33 3.12
P -3.38 -2.57 3.55
C -5.14 -2.87 4.17
C -3.36 -1.48 1.95
C -2.08 -2.08 1.21
C -1.42 -1.16 0.09
C -0.31 -2.00 -0.71
C 1.10 -1.26 -0.86
S 1.91 -0.83 0.76
O 1.13 -1.30 1.95
O 3.27 -1.51 0.80
Cl 2.19 1.23 0.86
C -4.74 -1.84 1.22
O -4.99 -2.69 0.35
O -5.70 -0.91 1.76
C -5.11 0.09 2.67
C -3.57 0.07 2.14
C -2.81 0.88 3.31
C -1.44 0.24 3.81
O -0.52 1.33 4.16
C 0.48 0.69 5.00
C 1.83 1.52 5.14
F 1.78 2.45 6.21
F 1.94 2.31 3.95
C 3.16 0.61 5.19
F 4.24 1.53 5.41
F 3.43 0.02 3.93
C 3.20 -0.43 6.40
F 2.21 -0.21 7.39
F 4.45 -0.25 7.07
C 3.15 -1.97 5.99
F 2.16 -2.28 5.02
F 4.43 -2.42 5.57
P -3.68 1.29 0.69
N -4.68 0.88 -0.48
H -1.61 -4.41 3.21
H -3.07 -4.63 2.06
H -3.25 -5.09 3.82
H -5.09 -3.80 4.85
H -5.91 -3.12 3.37
H -5.43 -2.01 4.86
H -2.42 -3.05 0.69
H -1.26 -2.28 2.00
H -2.24 -0.89 -0.66
H -1.02 -0.16 0.50
H -0.22 -3.03 -0.23
H -0.71 -2.17 -1.78
H 1.80 -1.96 -1.42
H 1.04 -0.30 -1.50
H -5.27 -0.15 3.79
H -5.69 1.06 2.47
H -3.55 1.11 4.17
H -2.54 1.92 2.88
H -1.66 -0.30 4.80
H -0.95 -0.48 3.08
H 0.04 0.61 6.07
H 0.60 -0.37 4.62
H 2.87 -2.58 6.92
H -2.31 1.47 0.23
H -4.14 2.53 1.25
H -5.39 1.63 -0.54
C 4.33 2.56 -7.50
C 3.70 3.53 -6.51
C 3.71 3.03 -5.06
C 3.08 1.68 -4.73
N 1.56 1.55 -4.90
C 1.10 1.39 -6.35
C 1.32 -0.07 -6.65
C 0.83 -0.75 -5.39
C 1.12 0.22 -4.25
C 0.85 2.70 -4.24
H 3.88 1.56 -7.46
H 4.21 2.93 -8.52
H 5.41 2.45 -7.30
H 2.68 3.78 -6.82
H 4.25 4.47 -6.55
H 3.28 3.81 -4.42
H 4.76 2.97 -4.75
H 3.28 1.49 -3.67
H 3.55 0.87 -5.29
H 0.04 1.64 -6.38
H 1.65 2.06 -7.01
H 2.38 -0.28 -6.82
H 0.78 -0.39 -7.54
H 1.32 -1.72 -5.24
H -0.24 -0.94 -5.45
H 1.90 -0.14 -3.58
H 0.21 0.40 -3.66
H 1.07 3.62 -4.79
H 1.19 2.77 -3.20
H -0.23 2.51 -4.27
*
```

Atom charges from the Mulliken analysis, given in e for atoms 1 to 2: number 1, C, carries -0.97; number 2, P, carries 0.03

---

No. 2
Computed, not measured: C26H28N6O2PtS2 as an isolated structure, with ωB97M-V/def2-TZVPD.

LUMO level (hartree): -0.3143
Energy above the lowest of the compared OMol25 structures with the same formula, charge and spin (kcal per mole): 32.2
HOMO level (Ha): -0.4913
HOMO-LUMO gap (hartree): 0.177

```
! wB97M-V def2-TZVPD RIJCOSX def2/J DEFGRID3
* xyz 2 1
Pt -1.07 0.44 0.89
O 1.77 -3.00 2.55
C 1.40 -3.80 1.52
C 2.35 -4.68 1.01
C 2.03 -5.48 -0.06
C 0.76 -5.43 -0.66
C -0.17 -4.54 -0.17
C 0.13 -3.71 0.93
C -0.82 -2.70 1.39
O -0.63 -2.03 2.43
N -1.85 -2.40 0.54
N -2.29 -1.18 0.68
C -3.54 -0.86 0.48
C -3.90 0.54 0.59
C -5.19 1.01 0.48
C -5.44 2.36 0.68
C -4.38 3.21 0.99
C -3.11 2.69 1.08
N -2.88 1.38 0.88
H 0.96 -2.57 2.88
H 3.32 -4.72 1.48
H 2.77 -6.18 -0.44
H 0.52 -6.08 -1.48
H -1.16 -4.49 -0.61
H -4.26 -1.64 0.29
H -5.99 0.32 0.24
H -6.44 2.75 0.60
H -4.54 4.26 1.16
H -2.26 3.31 1.31
S -0.88 0.69 3.18
C -0.04 2.13 2.66
N -0.01 2.15 1.35
C 0.67 3.24 0.82
C 0.88 3.56 -0.51
C 1.59 4.71 -0.80
C 2.08 5.53 0.22
C 1.87 5.23 1.55
C 1.16 4.07 1.85
S 0.73 3.44 3.43
H 0.50 2.92 -1.30
H 1.77 4.98 -1.83
H 2.63 6.43 -0.03
H 2.24 5.87 2.34
C 2.79 0.83 -2.83
C 2.08 -0.49 -2.61
N 1.12 -0.42 -1.48
C -0.23 -0.07 -1.89
C -1.04 -1.25 -2.38
C 1.47 -0.74 -0.24
C 2.80 -1.38 0.02
N 0.69 -0.54 0.80
H 3.51 0.73 -3.65
H 3.33 1.15 -1.94
H 2.09 1.62 -3.11
H 2.78 -1.30 -2.42
H 1.51 -0.78 -3.49
H -0.18 0.72 -2.64
H -0.77 0.47 -1.06
H -0.55 -1.68 -3.26
H -2.04 -0.94 -2.68
H -1.11 -2.03 -1.62
H 2.85 -2.36 -0.48
H 2.95 -1.54 1.08
H 3.61 -0.76 -0.36
H 1.04 -0.91 1.67
*
```

Atom charges from the Mulliken analysis, given in e for atoms 1 to 2: number 1, Pt, carries 0.51; number 2, O, carries -0.74

---

No. 3
Computed, not measured: C21H34N2O in the gas phase, with ωB97M-V/def2-TZVPD.

Structure (SMILES): Oc1ccc(C[C@H]2CNCCN2CCCCC2CCCCC2)cc1
LUMO level (hartree): 0.0288
Energy above the lowest of the compared OMol25 structures with the same formula, charge and spin (kcal per mole): 0.0
HOMO level (Ha): -0.3051
HOMO-LUMO gap (hartree): 0.334

```
! wB97M-V def2-TZVPD RIJCOSX def2/J DEFGRID3
* xyz 0 1
O 3.30 0.86 -2.14
C 2.01 0.48 -2.35
C 0.99 1.40 -2.57
C -0.30 0.96 -2.77
C -0.63 -0.39 -2.75
C -2.05 -0.82 -2.98
C -2.67 -1.79 -1.94
C -2.54 -3.23 -2.45
N -3.14 -4.15 -1.51
C -2.45 -4.06 -0.24
C -2.65 -2.64 0.29
N -2.07 -1.66 -0.62
C -2.25 -0.32 -0.07
C -1.35 -0.05 1.14
C 0.11 -0.39 0.84
C 1.07 -0.07 1.98
C 1.28 1.42 2.27
C 1.93 2.14 1.09
C 2.17 3.62 1.42
C 3.04 3.77 2.66
C 2.38 3.06 3.84
C 2.15 1.59 3.52
C 0.41 -1.30 -2.54
C 1.71 -0.88 -2.35
H 3.36 1.82 -2.15
H 1.22 2.46 -2.59
H -1.08 1.70 -2.94
H -2.67 0.08 -3.04
H -2.11 -1.31 -3.96
H -3.76 -1.58 -1.89
H -3.06 -3.32 -3.40
H -1.47 -3.46 -2.61
H -3.10 -5.10 -1.87
H -2.89 -4.77 0.46
H -1.37 -4.26 -0.33
H -2.15 -2.55 1.26
H -3.73 -2.47 0.43
H -1.98 0.40 -0.84
H -3.30 -0.14 0.22
H -1.45 1.01 1.39
H -1.68 -0.61 2.02
H 0.17 -1.45 0.61
H 0.41 0.14 -0.06
H 2.04 -0.51 1.75
H 0.70 -0.55 2.89
H 0.31 1.88 2.47
H 1.30 2.07 0.21
H 2.89 1.66 0.86
H 2.65 4.11 0.57
H 1.21 4.11 1.58
H 3.18 4.83 2.89
H 4.02 3.33 2.48
H 3.01 3.15 4.73
H 1.42 3.54 4.06
H 1.67 1.09 4.37
H 3.11 1.10 3.35
H 0.20 -2.35 -2.53
H 2.50 -1.58 -2.18
*
```

Atom charges from the Mulliken analysis, given in e for atoms 1 to 2: number 1, O, carries -0.58; number 2, C, carries 0.80

---

No. 4
Computed, not measured: a 2-piece molecular cluster, C3H10O2S overall in a non-equilibrium geometry, with ωB97M-V/def2-TZVPD.

Structure (SMILES): OCCCS.O
LUMO level (hartree): 0.0169
Energy above the lowest of the compared OMol25 structures with the same formula, charge and spin (kcal per mole): 31.4
HOMO level (Ha): -0.3335
HOMO-LUMO gap (hartree): 0.350

```
! wB97M-V def2-TZVPD RIJCOSX def2/J DEFGRID3
* xyz 0 1
O -2.18 -0.03 1.24
C -1.40 0.62 0.10
C 0.01 0.80 0.65
C 0.92 1.28 -0.44
S 1.20 0.47 -2.03
H -1.75 -0.90 1.55
H -1.36 -0.27 -0.71
H -1.96 1.47 -0.22
H 0.05 1.56 1.45
H 0.38 -0.24 0.96
H 1.89 1.53 -0.04
H 0.78 2.26 -0.84
H 0.27 -0.47 -1.87
O 0.17 -2.94 2.05
H 0.80 -2.72 1.39
H 0.59 -2.27 2.61
*
```

Atom charges from the Mulliken analysis, given in e for atoms 1 to 2: number 1, O, carries -0.54; number 2, C, carries -0.30

---

No. 5
Computed, not measured: a 4-piece molecular cluster, C23H53FN2O9S2 overall in a non-equilibrium geometry, with ωB97M-V/def2-TZVPD.

Structure (SMILES): CC(=O)N(C)CCCCN(CCCCS(=O)(=O)O)S(=O)(=O)F.CCOCC.CCOCC.CCOCC
LUMO level (hartree): 0.0084
Energy above the lowest of the compared OMol25 structures with the same formula, charge and spin (kcal per mole): 60.6
HOMO level (Ha): -0.3486
HOMO-LUMO gap (hartree): 0.357

```
! wB97M-V def2-TZVPD RIJCOSX def2/J DEFGRID3
* xyz 0 1
C -1.87 -2.46 0.97
C -1.81 -1.91 -0.54
O -2.83 -2.07 -1.22
N -0.57 -1.32 -0.98
C 0.44 -2.45 -0.90
C -0.65 -0.79 -2.36
C 0.38 0.39 -2.67
C 1.55 0.56 -1.61
C 2.37 1.91 -1.97
N 2.40 2.89 -0.84
C 3.25 4.08 -1.12
C 2.90 4.85 -2.47
C 1.70 5.90 -2.23
C 0.32 5.20 -1.85
S -0.12 5.33 -0.06
O 0.88 6.06 0.78
O -0.20 3.92 0.46
O -1.61 6.09 0.10
S 3.19 2.10 0.50
O 4.14 1.03 0.04
O 3.99 3.07 1.32
F 2.01 1.52 1.51
H -1.42 -3.50 0.97
H -1.38 -1.76 1.70
H -2.97 -2.60 1.21
H 0.84 -2.50 0.16
H 1.26 -2.27 -1.66
H -0.12 -3.43 -1.10
H -1.68 -0.40 -2.64
H -0.44 -1.61 -3.12
H -0.15 1.40 -2.75
H 0.88 0.25 -3.69
H 1.09 0.59 -0.58
H 2.29 -0.28 -1.76
H 1.82 2.35 -2.86
H 3.43 1.70 -2.32
H 4.37 3.87 -1.13
H 3.05 4.82 -0.28
H 2.75 4.20 -3.37
H 3.80 5.50 -2.70
H 1.58 6.59 -3.13
H 2.07 6.58 -1.39
H 0.28 4.11 -2.12
H -0.50 5.73 -2.42
H -1.70 6.37 1.03
C 5.52 10.50 1.29
C 4.13 10.65 0.69
O 3.63 9.45 0.13
C 3.45 8.36 1.02
C 2.46 8.63 2.13
H 6.20 10.05 0.56
H 5.91 11.47 1.59
H 5.51 9.85 2.17
H 4.18 11.38 -0.12
H 3.43 11.05 1.43
H 4.42 8.04 1.42
H 3.08 7.53 0.41
H 2.84 9.39 2.82
H 2.27 7.72 2.71
H 1.52 9.00 1.73
C -3.87 -4.89 -1.39
C -4.00 -5.95 -0.31
O -4.94 -5.61 0.70
C -6.29 -5.46 0.27
C -6.88 -6.73 -0.33
H -3.70 -3.91 -0.96
H -3.05 -5.13 -2.07
H -4.79 -4.83 -1.99
H -3.03 -6.04 0.20
H -4.22 -6.93 -0.73
H -6.37 -4.62 -0.42
H -6.86 -5.19 1.16
H -6.40 -6.98 -1.27
H -7.94 -6.60 -0.52
H -6.74 -7.57 0.35
C -0.72 -10.11 0.95
C -0.02 -9.28 2.00
O -0.62 -8.02 2.22
C -1.96 -8.03 2.69
C -2.12 -8.71 4.04
H -0.85 -9.54 0.03
H -0.15 -11.02 0.72
H -1.72 -10.43 1.28
H 1.00 -9.08 1.67
H 0.07 -9.83 2.95
H -2.62 -8.49 1.94
H -2.27 -6.99 2.78
H -1.93 -9.78 3.98
H -3.14 -8.58 4.42
H -1.42 -8.29 4.77
*
```

Atom charges from the Mulliken analysis, given in e for atoms 1 to 2: number 1, C, carries -0.96; number 2, C, carries 0.52

---

> Number 4 is which compound?

C3H10O2S